(1)
C42H38N7P2S2W as an isolated structure. Source: OMol25; level of theory: ωB97M-V/def2-TZVPD.

2S+1 = 3
DFT total energy = -3551.79502 a.u.
charge = +3
orbital gap (spin up / spin down) = 5.375 / 6.494 eV
LUMO (spin up / spin down) = -9.4307 / -9.3533 eV
energy above the lowest of the compared OMol25 structures with the same formula, charge and spin = 139.8 kcal/mol
F_max = 0.17 eV/A

```
92
Properties=species:S:1:pos:R:3:lowdin_spin:R:1
W -0.0313 -0.1667 0.0313 1.04
C -4.0572 2.5200 3.1824 0.00
S -2.4701 1.8692 3.7412 0.00
C -1.7910 1.3250 2.2639 0.00
S -0.1746 0.6759 2.3157 0.02
N -2.4035 1.4131 1.1118 -0.03
N -1.6909 0.8176 0.1339 -0.07
C -1.5108 1.5319 -1.0557 0.01
C -1.5869 0.9805 -2.3025 0.00
C -1.2339 1.7993 -3.4941 0.02
C -1.2959 0.8599 -4.7321 0.00
C 0.0350 0.5285 -5.3573 0.00
C 1.0472 0.0295 -4.6635 0.01
N 0.8048 -0.2611 -3.2839 0.00
H -4.5491 2.8805 4.0835 0.00
H -4.6540 1.7354 2.7259 0.00
H -3.9048 3.3429 2.4899 0.00
H -1.3159 2.5946 -0.9346 0.00
H -2.0695 2.5007 -3.6037 0.00
H -1.8853 1.3619 -5.4977 0.00
H 0.1673 0.7167 -6.4166 0.00
H 2.0235 -0.2024 -5.0755 0.00
N 1.7049 -2.8796 0.4604 0.01
C 2.4967 -1.8149 0.9258 0.01
C 3.7850 -2.0663 1.3804 0.00
C 4.5738 -1.0119 1.7837 0.00
C 4.0525 0.2792 1.7381 0.00
C 2.7695 0.4500 1.2869 0.01
N 1.9890 -0.5778 0.8686 0.02
C 0.4112 -3.1102 0.9427 0.01
C 0.0221 -4.3844 1.3463 0.00
C -1.2553 -4.5739 1.8216 0.01
C -2.1172 -3.4774 1.9159 0.00
C -1.6683 -2.2546 1.4987 0.01
N -0.4250 -2.0720 0.9843 0.01
H 2.2377 -3.7366 0.3895 0.00
H 4.1501 -3.0840 1.4230 0.00
H 5.5778 -1.1907 2.1447 0.00
H 4.6282 1.1348 2.0588 0.00
H 2.3162 1.4309 1.2500 0.00
H 0.7304 -5.2009 1.3029 0.00
H -1.5742 -5.5563 2.1430 0.00
H -3.1176 -3.5754 2.3108 0.00
H -2.2961 -1.3751 1.5547 0.00
N 0.4358 -1.6228 -3.0097 0.01
P 1.4652 0.5494 -1.9788 0.05
C 3.2472 0.3186 -1.9717 0.00
C 4.1642 1.3524 -2.1625 0.00
C 5.5167 1.0602 -2.2618 0.00
C 5.9534 -0.2553 -2.1992 0.00
C 5.0389 -1.2912 -2.0448 0.00
C 3.6891 -1.0084 -1.9246 0.00
C 1.0475 2.2608 -2.2531 0.21
C 0.0493 2.7036 -3.3006 0.06
C -0.3506 4.1373 -3.1278 0.20
C 0.1886 4.9694 -2.2105 0.01
C 1.1775 4.5023 -1.3101 0.27
C 1.5658 3.1621 -1.3449 0.03
P -0.8852 -1.5609 -1.9560 0.01
C -2.1227 -0.3831 -2.6948 0.00
C -3.4862 -0.5306 -2.0398 0.00
C -4.6127 -0.5334 -2.7449 0.00
C -4.6197 -0.4544 -4.2047 0.00
C -3.4834 -0.3942 -4.8863 0.00
C -2.1155 -0.3944 -4.2574 0.00
C -1.4089 -3.2755 -1.8758 0.00
C -0.4294 -4.2551 -2.1093 0.00
C -0.7718 -5.5960 -2.0668 0.00
C -2.0760 -5.9744 -1.7750 0.00
C -3.0405 -5.0097 -1.5216 0.00
C -2.7147 -3.6626 -1.5678 0.00
H 0.3308 -2.1369 -3.8807 0.00
H 3.8350 2.3770 -2.2617 0.00
H 6.2283 1.8611 -2.4097 0.00
H 7.0084 -0.4764 -2.2914 0.00
H 5.3835 -2.3169 -2.0307 0.00
H 2.9705 -1.8166 -1.8301 0.00
H 0.5622 2.6472 -4.2723 0.03
H -1.0926 4.5108 -3.8244 0.01
H -0.1317 6.0014 -2.1635 0.00
H 1.6180 5.1739 -0.5872 0.01
H 2.2965 2.8257 -0.6164 0.00
H -3.5150 -0.5450 -0.9568 0.00
H -5.5609 -0.5890 -2.2253 0.00
H -5.5696 -0.4538 -4.7205 0.00
H -3.4946 -0.3554 -5.9695 0.00
H -1.6093 -1.2944 -4.6203 0.00
H 0.5915 -3.9707 -2.3300 0.00
H -0.0222 -6.3486 -2.2725 0.00
H -2.3418 -7.0229 -1.7531 0.00
H -4.0584 -5.3042 -1.3040 0.00
H -3.4847 -2.9264 -1.3932 0.00
```


(2)
C32H27N2O4P2Pd as an isolated structure at a distorted geometry. Source: OMol25; level of theory: ωB97M-V/def2-TZVPD.

2S+1 = 3
DFT total energy = -2456.33102 a.u.
charge = +1
orbital gap (spin up / spin down) = 8.133 / 5.469 eV
LUMO (spin up / spin down) = -2.9078 / -5.4218 eV
energy above the lowest of the compared OMol25 structures with the same formula, charge and spin = 0.0 kcal/mol
F_max = 1.04 eV/A

```
68
Properties=species:S:1:pos:R:3:lowdin_spin:R:1
Pd 0.1886 0.1951 -0.5281 1.04
O -1.9104 0.1217 0.4709 0.05
C -2.7976 -0.6416 0.0882 0.01
C -2.6119 -1.8971 -0.5842 0.01
C -3.7784 -2.6435 -0.8299 0.00
C -3.6825 -3.8898 -1.3696 0.01
C -2.4388 -4.4596 -1.6606 0.00
C -1.2945 -3.7429 -1.4353 0.01
C -1.3403 -2.4257 -0.9236 0.01
O -0.2085 -1.7889 -0.8032 0.15
N -4.9095 -4.6594 -1.6322 0.00
O -5.9711 -4.1240 -1.3863 0.00
O -4.7762 -5.7949 -2.0388 0.00
H -3.8426 -0.3716 0.3045 0.00
H -4.7531 -2.2403 -0.5868 0.00
H -2.4008 -5.4629 -2.0606 0.00
H -0.3213 -4.1584 -1.6581 0.00
C 2.5555 1.2391 2.4172 0.01
N 2.4789 1.5377 0.9535 0.06
P 2.5579 0.1238 -0.0845 0.09
C 3.4365 0.6908 -1.5600 0.01
C 3.0337 0.1823 -2.7888 0.00
C 3.7064 0.5466 -3.9486 0.00
C 4.7719 1.4316 -3.8816 0.00
C 5.1785 1.9435 -2.6522 0.00
C 4.5218 1.5639 -1.4934 0.00
C 3.7194 -1.0153 0.6806 0.02
C 3.4165 -2.3714 0.6060 0.00
C 4.3286 -3.3116 1.0702 0.00
C 5.5328 -2.8948 1.6129 0.00
C 5.8368 -1.5381 1.6897 0.00
C 4.9379 -0.5970 1.2210 0.01
P 0.9294 2.2656 0.7223 0.27
C 1.0632 3.8861 1.4942 0.08
C 2.1014 4.7329 1.1009 0.01
C 2.2163 5.9776 1.6943 0.01
C 1.3064 6.3720 2.6712 0.00
C 0.2790 5.5267 3.0600 0.00
C 0.1545 4.2743 2.4721 0.01
C 0.5684 2.5004 -1.0236 0.03
C 1.4106 2.9530 -2.0654 0.02
C 0.9146 3.1029 -3.3333 0.00
C -0.4261 2.8011 -3.6192 0.03
C -1.2806 2.4076 -2.6160 0.00
C -0.7998 2.2803 -1.3074 0.04
H 3.5328 0.8452 2.6684 0.00
H 1.7927 0.5199 2.7312 0.00
H 2.4169 2.1673 2.9699 0.00
H 2.1875 -0.4935 -2.8474 0.00
H 3.3934 0.1421 -4.9022 0.00
H 5.2927 1.7200 -4.7855 0.00
H 6.0107 2.6336 -2.6018 0.00
H 4.8385 1.9677 -0.5384 0.00
H 2.4681 -2.6934 0.1901 0.00
H 4.0923 -4.3654 1.0107 0.00
H 6.2412 -3.6262 1.9791 0.00
H 6.7797 -1.2176 2.1129 0.00
H 5.1889 0.4557 1.2713 0.00
H 2.8167 4.4189 0.3498 0.00
H 3.0160 6.6429 1.3974 0.00
H 1.4046 7.3461 3.1320 0.00
H -0.4231 5.8360 3.8222 0.00
H -0.6455 3.6088 2.7726 0.00
H 2.4458 3.1910 -1.8649 0.00
H 1.5679 3.4563 -4.1200 0.00
H -0.7956 2.9161 -4.6299 0.00
H -2.3277 2.2302 -2.8200 0.00
H -1.5002 2.1520 -0.4905 0.01
```


Question: Which of these has the highest charge?
Answer: C42H38N7P2S2W


Question: Which of these has the highest F_max?
Answer: C32H27N2O4P2Pd